ORCA calculation (the ωB97M-V functional and the def2-TZVPD basis) on a structure of composition C25H34N6ReS.

Element x y z (Å)
Re1 0.207 -0.187 0.248
C1 -1.005 -1.323 -2.333
C2 -0.461 -0.143 -3.123
C3 0.955 0.255 -2.803
C4 1.808 0.517 -3.870
C5 3.114 0.927 -3.661
C6 3.555 1.079 -2.350
C7 2.677 0.804 -1.331
N1 1.400 0.392 -1.526
N2 -1.493 -1.040 -0.933
C8 -2.746 -0.245 -0.951
C9 -2.498 1.235 -1.028
C10 -3.543 2.110 -1.297
C11 -3.264 3.460 -1.442
C12 -1.943 3.890 -1.352
C13 -0.967 2.959 -1.051
N3 -1.245 1.662 -0.859
C14 -1.774 -2.372 -0.320
C15 -0.474 -3.079 -0.083
C16 -0.369 -4.455 -0.041
C17 0.876 -5.041 0.155
C18 1.998 -4.219 0.238
C19 1.829 -2.853 0.185
N4 0.611 -2.282 0.067
H1 -0.226 -2.082 -2.273
H2 -1.835 -1.763 -2.891
H3 -1.107 0.728 -3.047
H4 -0.493 -0.434 -4.172
H5 1.435 0.394 -4.878
H6 3.772 1.129 -4.497
H7 4.562 1.400 -2.122
H8 3.007 0.944 -0.312
H9 -3.333 -0.469 -0.057
H10 -3.357 -0.549 -1.806
H11 -4.552 1.733 -1.412
H12 -4.059 4.166 -1.641
H13 -1.674 4.925 -1.518
H14 0.075 3.260 -0.988
H15 -2.411 -2.968 -0.977
H16 -2.308 -2.247 0.623
H17 -1.254 -5.064 -0.179
H18 0.976 -6.118 0.217
H19 2.995 -4.628 0.334
H20 2.692 -2.199 0.199
C20 0.934 2.107 2.650
C21 2.204 1.419 2.206
N5 1.922 0.025 1.756
C22 1.775 -0.961 2.875
C23 0.414 -0.975 3.559
S1 -0.998 -0.760 2.407
C24 -1.813 0.766 2.995
C25 -1.466 2.001 2.163
N6 -0.102 1.933 1.608
H21 1.146 3.165 2.821
H22 0.573 1.707 3.594
H23 2.943 1.421 3.009
H24 2.626 1.967 1.362
H25 2.779 -0.269 1.284
H26 2.536 -0.775 3.637
H27 1.974 -1.948 2.469
H28 0.313 -0.215 4.330
H29 0.273 -1.943 4.038
H30 -1.545 0.864 4.047
H31 -2.885 0.575 2.958
H32 -1.580 2.879 2.806
H33 -2.171 2.117 1.342
H34 -0.005 2.691 0.938

## Properties
net charge	+4
gap between HOMO and LUMO (alpha / beta)	8.466 / 6.857	eV
2S+1	4
energy above the lowest of the compared OMol25 structures with the same formula, charge and spin	0.0	kJ/mol
HOMO (alpha / beta)	-21.122 / -21.188	eV